Entry 1:
Entry from OMol25: one molecule with the formula C2H5BrSi (ωB97M-V with the def2-TZVPD basis set).

The geometry in XYZ format:
```
9
Properties=species:S:1:pos:R:3
H -1.37549 1.72361 0.42553
C -0.21011 -0.75167 0.73831
H 0.83106 1.73737 0.97159
H 0.36989 -1.85431 -0.97048
Br -0.34838 -0.76699 2.72209
C 0.18796 -1.89860 0.15927
H 0.16434 1.18999 -1.12055
H 0.38783 -2.90727 0.56213
Si -0.14564 1.18712 0.23934
```

Properties
Charge: 0
Highest occupied orbital energy in eV: -9.5848
ΔE to the lowest compared entry with this formula, charge and spin in kcal/mol: 47.7
Electronic energy in Eh: -2942.633432
Frontier orbital gap in eV: 10.35
Max |F| in eV Å⁻¹: 4.8
Structure (SMILES): C=C([SiH3])Br

Löwdin atomic charge list, values in e, 5 entries: number 1, H, carries -0.109; number 2, C, carries -0.820; number 3, H, carries -0.112; number 4, H, carries 0.074; number 5, Br, carries 0.514

Entry 2:
Entry from OMol25: a 2-piece molecular cluster, C39H50N3OSi overall (ωB97M-V with the def2-TZVPD basis set).

The geometry in XYZ format:
```
94
Properties=species:S:1:pos:R:3
H -0.46547 1.43045 0.07570
C 3.51489 -2.92910 0.01064
C -5.70799 -5.13325 0.08593
N -1.70631 1.75639 -1.78417
H 4.88935 -1.28684 0.44739
C -3.10568 3.64182 -2.07582
H -6.59729 -5.38288 0.68668
C -1.44025 -4.03272 -0.63548
C -3.38536 -4.52530 0.72585
H -2.39750 -5.97681 -0.54358
H -2.32069 -1.29427 1.20660
H -2.35448 1.02838 1.93857
C 4.80619 -2.36083 0.25938
H 0.66170 8.07525 -2.03216
C -1.08118 5.43192 -0.77706
C -0.42144 4.47303 2.85377
H -5.47960 -6.80855 1.99676
O -1.85912 3.58874 0.53942
H -3.11824 4.64345 -2.51261
C 1.53068 4.15664 -0.16314
H 1.72767 0.28706 -0.09646
C -4.49600 -6.62741 1.53191
Si -1.79601 3.41638 2.18971
H 8.95863 -5.44002 0.71799
C 2.77478 3.52930 -0.02618
H -0.58004 4.59355 3.93645
C 0.45986 1.99409 -0.06737
C -0.11883 7.52827 -1.50456
H -4.33417 -7.40895 0.76538
H -0.80549 1.32924 -1.97249
H -3.31553 0.50030 -2.29935
C 5.91044 -4.50690 -0.07933
C 7.90368 -5.51815 1.03551
C 4.63589 -5.09096 -0.29577
H -2.92119 8.02051 0.38315
H -5.67986 -5.84707 -0.75891
H -1.05021 9.30360 -0.69551
C -1.65695 3.22002 -1.79177
C 2.33188 -2.10185 -0.00851
H -3.49019 2.84585 -4.02783
H -3.70524 -6.68677 2.28834
H -1.55367 1.36503 3.51111
H -4.03567 -2.90632 2.01196
C 1.07725 -2.49498 -0.46977
C 0.38332 3.36850 -0.28768
H -4.69069 2.37101 -2.83712
H -5.78534 -4.10640 -0.30088
H 1.46325 5.24737 -0.19636
H -3.60772 3.86969 3.82064
C -1.09640 8.21948 -0.78625
H 0.56664 4.02209 2.69187
C -1.01914 3.91203 -0.55499
N -4.54152 -5.29268 0.94881
H -0.75262 -4.34163 -1.42685
C -2.14592 6.12345 -0.19916
C -2.73345 1.31589 -2.74301
C 7.63768 -5.85551 -1.33515
H -3.68976 3.62538 -1.14481
C 2.87117 2.14040 0.00212
C -1.34131 -2.69799 -0.12724
C -3.29581 -3.20811 1.26331
H 8.73597 -5.82260 -1.23061
H 3.84904 1.65769 0.05440
C 5.96160 -3.12160 0.23052
H -3.59028 5.09597 2.53535
H -1.02094 3.50751 -2.66712
C 1.70575 1.36596 -0.04163
C -3.46749 4.02324 2.73894
H 7.73265 -6.54832 1.39948
H 7.33805 -6.91267 -1.43337
H 2.44389 -1.14364 0.50189
H 6.95211 -2.67485 0.36311
C -1.54360 1.58869 2.43397
C -2.12376 7.51910 -0.15635
C -2.36340 -4.94704 -0.15884
H -4.27457 3.49283 2.21033
C -3.62801 2.54143 -2.99084
H -2.28395 0.97969 -3.70144
C -2.34720 -2.31287 0.80443
H 3.65753 4.16705 0.01763
H 4.59672 -6.15920 -0.51562
H -0.30919 -0.79523 -0.57632
C -0.18918 -1.88061 -0.42726
H 2.51499 -4.85305 -0.32342
H 0.65254 5.58784 -2.08826
H 7.69779 -4.80759 1.84784
H -0.59027 1.20798 2.04085
H -0.41390 5.47044 2.39256
N 7.08552 -5.25263 -0.13530
H 7.33560 -5.30633 -2.23639
H 1.06578 -3.54155 -0.78988
C 3.47349 -4.33774 -0.21328
H -2.95256 5.57083 0.28201
C -0.12630 6.12899 -1.53502
```

Properties
Charge: +1
Highest occupied orbital energy in eV: -10.4334
ΔE to the lowest compared entry with this formula, charge and spin in kcal/mol: 51.5
Electronic energy in Eh: -2044.814318
Frontier orbital gap in eV: 5.08
Max |F| in eV Å⁻¹: 1.4

Löwdin atomic charge list, values in e, 5 entries: number 1, H, carries 0.078; number 2, C, carries -0.196; number 3, C, carries -0.064; number 4, N, carries -0.032; number 5, H, carries 0.119

Entry 3:
Entry from OMol25: C39H42CdFN9O6 as an isolated structure (ωB97M-V with the def2-TZVPD basis set).

The geometry in XYZ format:
```
98
Properties=species:S:1:pos:R:3
C 4.70404 -1.37127 -2.34087
H -3.70065 1.17153 8.08159
C 2.12676 -2.83778 1.43625
O 1.58663 -0.92753 -6.66322
H -7.50412 0.64117 0.43534
H -0.22215 3.46516 -7.33519
N -4.54208 0.77667 7.65496
N -4.16289 1.31339 0.22712
H 1.71880 -3.84332 1.28037
C -3.05838 0.66990 3.69033
C 5.90867 -1.55362 -0.21952
H 6.24318 -0.55671 -0.51505
H 6.11325 2.17394 1.08960
H 0.39292 1.10057 -6.94506
H 5.16630 -3.87638 0.60063
H 6.72098 -2.26049 -0.40982
O 3.32026 3.70793 -2.49120
H -6.15794 -0.32507 1.07045
H 0.60028 -3.41989 -1.75887
C -2.36449 0.86232 -1.32583
H -0.16039 0.17268 1.98491
N 4.72402 -1.91133 -0.98246
H 4.46147 -0.30338 -2.34347
C 4.60592 2.42315 -0.42423
C 3.49389 -2.12761 -0.42396
H 5.69636 -1.52260 0.84480
H -5.29724 2.68607 7.12246
C 0.94720 3.72453 -4.17240
C 0.74342 -3.45114 -2.83261
H 4.65721 0.66051 2.45408
N 3.43973 -2.70060 0.83142
H -4.31076 2.61401 4.80875
H -5.83133 2.30189 -0.47159
H 2.39372 0.12355 1.61080
H 1.44484 -2.12296 0.98438
H 3.96847 -4.50062 1.73253
H 5.15106 3.12115 -1.04319
O -1.17977 -0.17291 -3.07718
H 0.13279 5.14495 -5.55413
N 1.33389 0.11324 -4.60472
H 1.29976 -3.29724 -6.57662
N 1.83448 1.94707 -2.70939
H -5.74730 2.18387 1.27554
H -3.80982 -1.20657 7.80696
H 1.11262 4.44793 -3.38617
O -2.68451 1.43291 -3.58992
H 2.20149 -2.65582 2.51206
C -3.95289 1.93612 5.58055
C 4.44949 -3.59005 1.36758
H -2.19828 0.12758 6.48245
Cd 1.01776 -0.06917 -2.43406
C -2.03411 0.63795 1.09001
C 1.08498 1.42980 -4.95183
H -4.26437 1.55083 -1.85092
N -3.64363 0.64671 4.99512
H 3.95540 -1.88802 -2.93492
C -1.70702 0.42828 3.45134
H -5.05882 -0.94868 6.56119
N 1.01095 -2.28532 -3.41361
C 0.86745 -4.61246 -4.90751
C -2.03221 0.72204 -2.83144
C -4.16678 -0.53570 7.02745
H -3.07037 2.40486 6.05162
C 2.79871 2.64750 -2.12089
C 0.65717 -4.64034 -3.53452
C -3.09600 -0.26445 5.97950
C 0.20321 3.16481 -6.38458
H -4.93267 1.11507 2.81644
C -5.57838 1.63411 0.34991
F -0.87530 0.23915 4.51001
C -3.38421 0.98013 1.30427
C 1.19444 -2.24618 -4.73536
H 5.68605 -1.51520 -2.78950
H 0.43156 -5.56325 -3.01643
C 0.39985 4.10832 -5.38427
H -5.92898 1.31801 6.17061
O 2.46977 -1.83671 -1.03004
H -5.23510 0.64042 8.38895
C -1.20459 0.38370 2.18123
C 1.30126 2.39845 -3.93624
C -5.04161 1.75061 6.62785
H -2.82160 -1.20225 5.50189
H -6.34300 -0.10479 -0.67246
N 2.56604 1.21436 -0.12066
C 5.11851 1.91049 0.75115
H 0.81709 -5.52198 -5.49334
C 4.31631 1.06422 1.50831
H 4.99058 -3.14189 2.20735
C 3.05153 0.76320 1.03240
C -3.88374 0.94628 2.61350
C 0.54261 1.84178 -6.17349
O -0.31081 0.07578 -0.38319
C -6.45377 0.38374 0.29514
C -1.46567 0.48179 -0.26617
C 1.40107 -0.91005 -5.43933
C -3.62026 1.25211 -1.03182
C 3.32565 2.04339 -0.83428
C 1.13611 -3.40036 -5.51360
```

Properties
Charge: 0
Highest occupied orbital energy in eV: -4.9294
ΔE to the lowest compared entry with this formula, charge and spin in kcal/mol: 38.2
Electronic energy in Eh: -2723.203335
Frontier orbital gap in eV: 2.84
Max |F| in eV Å⁻¹: 0.8

Löwdin atomic charge list, values in e, 5 entries: number 1, C, carries -0.029; number 2, H, carries 0.181; number 3, C, carries -0.063; number 4, O, carries -0.006; number 5, H, carries 0.075

Entry 4:
Entry from OMol25: a 2-piece molecular cluster, C3HF3O overall (ωB97M-V with the def2-TZVPD basis set).

The geometry in XYZ format:
```
8
Properties=species:S:1:pos:R:3
C -1.45760 0.16891 -0.37387
F 0.98139 -0.11784 1.41723
F 0.95949 -1.45232 -0.31815
H -2.00549 -0.66188 -0.61831
F 2.29017 0.26434 -0.26577
C 1.12312 -0.15947 0.09662
C -0.46304 1.07619 -0.56863
O -1.42804 0.88206 0.63088
```

Properties
Charge: 0
Highest occupied orbital energy (spin up / spin down) in eV: -9.2926 / -9.2928
ΔE to the lowest compared entry with this formula, charge and spin in kcal/mol: 127.0
Electronic energy in Eh: -489.534800
Frontier orbital gap (spin up / spin down) in eV: 8.63 / 8.63
Max |F| in eV Å⁻¹: 4.3

Löwdin atomic charge list, values in e, 5 entries: number 1, C, carries -0.168; number 2, F, carries 0.130; number 3, F, carries 0.086; number 4, H, carries 0.116; number 5, F, carries 0.174

Which formula does entry 2 have? C39H50N3OSi

Please write out number 1 again, unchanged.
Entry from OMol25: one molecule with the formula C2H5BrSi (ωB97M-V with the def2-TZVPD basis set).

The geometry in XYZ format:
```
9
Properties=species:S:1:pos:R:3
H -1.37549 1.72361 0.42553
C -0.21011 -0.75167 0.73831
H 0.83106 1.73737 0.97159
H 0.36989 -1.85431 -0.97048
Br -0.34838 -0.76699 2.72209
C 0.18796 -1.89860 0.15927
H 0.16434 1.18999 -1.12055
H 0.38783 -2.90727 0.56213
Si -0.14564 1.18712 0.23934
```

Properties
Charge: 0
Highest occupied orbital energy in eV: -9.5848
ΔE to the lowest compared entry with this formula, charge and spin in kcal/mol: 47.7
Electronic energy in Eh: -2942.633432
Frontier orbital gap in eV: 10.35
Max |F| in eV Å⁻¹: 4.8
Structure (SMILES): C=C([SiH3])Br

Löwdin atomic charge list, values in e, 5 entries: number 1, H, carries -0.109; number 2, C, carries -0.820; number 3, H, carries -0.112; number 4, H, carries 0.074; number 5, Br, carries 0.514